Molecular formula: C75H71F13N2O8PS
Method: DFT, ωB97M-V/def2-TZVPD

Values from the calculation:
- E_tot: -5649.34548 hartree
- Maximum force: 0.0627 Eh/bohr
- Net charge: +1

Last columns: bonded neighbours and bond lengths (Å).
Element x y z (Å)
1 C 2.5475 -4.7205 1.4440  C2 1.578, H38 1.124, H39 1.127, H40 1.123
2 C 4.0360 -4.4262 1.0092  C1 1.578, O3 1.213, O4 1.386
3 O 4.7040 -5.3919 0.7047  C2 1.213
4 O 4.5779 -3.1504 1.0127  C2 1.386, C5 1.453
5 C 5.2366 -2.8344 -0.2435  O4 1.453, C6 1.590, H41 1.131, H42 1.129
6 C 5.4449 -1.2598 -0.3101  C5 1.590, C7 1.580, H43 1.129, H44 1.125
7 C 5.0436 -0.6616 -1.7164  C6 1.580, C8 1.575, H45 1.132, H46 1.120
8 C 3.6761 0.1195 -1.7313  C7 1.575, C9 1.601, H47 1.128, H48 1.129
9 C 2.4554 -0.6445 -1.0320  C8 1.601, C10 1.554, H49 1.116, H50 1.134
10 C 1.1831 -0.8104 -1.9081  C9 1.554, C11 1.480, N36 1.401
11 C -0.0806 -0.1019 -1.6046  C10 1.480, N12 1.446, C19 1.494
12 N -0.2833 0.7870 -0.4821  C11 1.446, C13 1.459, C16 1.465
13 C 0.3948 2.0733 -0.6028  N12 1.459, C14 1.558, O15 1.210
14 C 1.4927 2.4412 -1.6459  C13 1.558, H51 1.128, H52 1.130, H53 1.128
15 O 0.0366 2.9463 0.1551  C13 1.210
16 C -0.0908 0.1295 0.8127  N12 1.465, C17 1.558, O18 1.213
17 C 0.8653 0.6132 1.9438  C16 1.558, H54 1.122, H55 1.124, H56 1.126
18 O -0.7457 -0.8729 1.0094  C16 1.213
19 C -1.2531 -0.2887 -2.5111  C11 1.494, C20 1.577, C29 1.506
20 C -2.5884 0.4730 -2.1617  C19 1.577, O21 1.188, O22 1.429
21 O -2.9750 0.5840 -1.0438  C20 1.188
22 O -3.4244 1.0370 -3.1737  C20 1.429, C23 1.405
23 C -4.7478 0.5762 -3.0690  O22 1.405, F24 1.385, F25 1.387, C26 1.615
24 F -4.8221 -0.7478 -2.6708  C23 1.385
25 F -5.4801 1.3546 -2.1846  C23 1.387
26 C -5.5411 0.6563 -4.4738  C23 1.615, F27 1.398, F28 1.372, H57 1.120
27 F -5.9594 -0.6328 -4.8175  C26 1.398
28 F -6.6826 1.3989 -4.3060  C26 1.372
29 C -1.1148 -1.1896 -3.7098  C19 1.506, P30 1.895, C32 1.481
30 P -2.5296 -1.4444 -4.9448  C29 1.895, O31 1.503, H58 1.427, H59 1.434
31 O -3.4742 -2.5157 -4.4766  P30 1.503
32 C 0.1838 -1.8793 -3.8876  C29 1.481, C33 1.573, N36 1.408
33 C 0.3669 -2.8721 -5.0945  C32 1.573, C34 1.590, H60 1.130, H61 1.129
34 C 1.2116 -2.2240 -6.2760  C33 1.590, O35 1.206, H62 1.130
35 O 1.6431 -2.9331 -7.1512  C34 1.206
36 N 1.2643 -1.6755 -3.0074  C10 1.401, C32 1.408, S37 1.752
37 S 2.7329 -2.5629 -3.3621  N36 1.752, H63 1.380
38 H 1.8562 -3.8606 1.2292  C1 1.124
39 H 2.4823 -4.9432 2.5468  C1 1.127
40 H 2.1481 -5.6278 0.9158  C1 1.123
41 H 6.2089 -3.4010 -0.3562  C5 1.131
42 H 4.5699 -3.2222 -1.0685  C5 1.129
43 H 6.5352 -1.0811 -0.0780  C6 1.129
44 H 4.8276 -0.7789 0.4987  C6 1.125
45 H 5.8422 0.0964 -1.9809  C7 1.132
46 H 5.0605 -1.4173 -2.5434  C7 1.120
47 H 3.3415 0.4052 -2.7700  C8 1.128
48 H 3.8067 1.1000 -1.1862  C8 1.129
49 H 2.2782 -0.1686 -0.0385  C9 1.116
50 H 2.8244 -1.6939 -0.8096  C9 1.134
51 H 1.6116 1.7140 -2.4994  C14 1.128
52 H 1.2050 3.4289 -2.1144  C14 1.130
53 H 2.4610 2.6454 -1.1051  C14 1.128
54 H 1.8962 0.9010 1.6065  C17 1.122
55 H 0.3717 1.4964 2.4332  C17 1.124
56 H 0.9940 -0.1405 2.7705  C17 1.126
57 H -4.8935 0.9955 -5.3223  C26 1.120
58 H -1.9941 -1.8987 -6.1876  P30 1.427
59 H -3.1758 -0.2019 -5.2533  P30 1.434
60 H -0.6256 -3.1410 -5.5622  C33 1.130
61 H 0.7983 -3.8615 -4.7649  C33 1.129
62 H 1.3983 -1.1132 -6.3648  C34 1.130
63 H 2.3777 -3.8963 -3.3954  S37 1.380
64 F 2.1253 -5.7974 -3.3345  C65 1.361
65 C 2.9595 -6.8660 -3.2133  F64 1.361, C66 1.381, C70 1.381
66 C 3.8819 -6.8819 -2.1862  C65 1.381, C67 1.387, H71 1.083
67 C 4.7324 -7.9697 -2.0534  C66 1.387, C68 1.390, H72 1.083
68 C 4.6559 -9.0233 -2.9573  C67 1.390, C69 1.391, H73 1.084
69 C 3.7247 -8.9913 -3.9899  C68 1.391, C70 1.389, H74 1.083
70 C 2.8655 -7.9066 -4.1161  C65 1.381, C69 1.389, H75 1.083
71 H 3.9331 -6.0487 -1.4956  C66 1.083
72 H 5.4545 -7.9962 -1.2472  C67 1.083
73 H 5.3237 -9.8707 -2.8558  C68 1.084
74 H 3.6679 -9.8105 -4.6963  C69 1.083
75 H 2.1277 -7.8673 -4.9085  C70 1.083
76 F 1.1738 -1.1190 5.0356  C77 1.346
77 C 0.9920 -2.4409 5.2124  F76 1.346, C78 1.383, C82 1.384
78 C 1.3891 -3.0280 6.3998  C77 1.383, C79 1.389, H83 1.083
79 C 1.1962 -4.3916 6.5818  C78 1.389, C80 1.391, H84 1.083
80 C 0.6184 -5.1524 5.5706  C79 1.391, C81 1.390, H85 1.084
81 C 0.2282 -4.5501 4.3802  C80 1.390, C82 1.389, H86 1.084
82 C 0.4107 -3.1844 4.2006  C77 1.384, C81 1.389, H87 1.084
83 H 1.8446 -2.4207 7.1724  C78 1.083
84 H 1.4962 -4.8613 7.5106  C79 1.083
85 H 0.4723 -6.2170 5.7126  C80 1.084
86 H -0.2187 -5.1442 3.5914  C81 1.084
87 H 0.1041 -2.6955 3.2825  C82 1.084
88 F -1.3710 1.3999 3.1741  C89 1.351
89 C -2.4569 2.1783 2.9722  F88 1.351, C90 1.382, C94 1.381
90 C -2.8079 3.1121 3.9288  C89 1.382, C91 1.389, H95 1.084
91 C -3.9210 3.9155 3.7190  C90 1.389, C92 1.390, H96 1.084
92 C -4.6743 3.7666 2.5599  C91 1.390, C93 1.390, H97 1.084
93 C -4.3125 2.8197 1.6084  C92 1.390, C94 1.389, H98 1.084
94 C -3.1927 2.0237 1.8133  C89 1.381, C93 1.389, H99 1.082
95 H -2.2131 3.2074 4.8298  C90 1.084
96 H -4.2016 4.6566 4.4585  C91 1.084
97 H -5.5456 4.3914 2.3991  C92 1.084
98 H -4.9025 2.7010 0.7069  C93 1.084
99 H -2.8907 1.2874 1.0806  C94 1.082
100 F -6.7178 7.0986 6.2694  C101 1.346
101 C -7.3848 6.9637 5.1078  F100 1.346, C102 1.383, C106 1.383
102 C -7.9999 8.0684 4.5469  C101 1.383, C103 1.389, H107 1.083
103 C -8.6836 7.9291 3.3456  C102 1.389, C104 1.391, H108 1.083
104 C -8.7526 6.6859 2.7261  C103 1.391, C105 1.390, H109 1.084
105 C -8.1339 5.5832 3.3033  C104 1.390, C106 1.389, H110 1.084
106 C -7.4409 5.7236 4.4989  C101 1.383, C105 1.389, H111 1.084
107 H -7.9421 9.0269 5.0484  C102 1.083
108 H -9.1630 8.7887 2.8930  C103 1.083
109 H -9.2901 6.5778 1.7911  C104 1.084
110 H -8.1913 4.6137 2.8223  C105 1.084
111 H -6.9453 4.8772 4.9593  C106 1.084
112 F 7.7492 -8.8266 -1.0921  C113 1.346
113 C 8.6389 -7.9076 -0.6726  F112 1.346, C114 1.383, C118 1.383
114 C 9.8821 -7.8427 -1.2754  C113 1.383, C115 1.389, H119 1.083
115 C 10.7973 -6.8905 -0.8450  C114 1.389, C116 1.391, H120 1.083
116 C 10.4621 -6.0228 0.1889  C115 1.391, C117 1.390, H121 1.084
117 C 9.2107 -6.1023 0.7890  C116 1.390, C118 1.389, H122 1.084
118 C 8.2902 -7.0467 0.3526  C113 1.383, C117 1.389, H123 1.084
119 H 10.1278 -8.5324 -2.0735  C114 1.083
120 H 11.7715 -6.8252 -1.3144  C115 1.083
121 H 11.1790 -5.2832 0.5267  C116 1.084
122 H 8.9517 -5.4286 1.5973  C117 1.084
123 H 7.3070 -7.1172 0.8027  C118 1.084
124 F 2.1095 4.5661 7.6441  C125 1.344
125 C 1.0299 5.3418 7.4458  F124 1.344, C126 1.383, C130 1.383
126 C 0.6799 6.2753 8.4048  C125 1.383, C127 1.389, H131 1.083
127 C -0.4333 7.0799 8.1967  C126 1.389, C128 1.391, H132 1.083
128 C -1.1883 6.9343 7.0380  C127 1.391, C129 1.390, H133 1.084
129 C -0.8282 5.9891 6.0848  C128 1.390, C130 1.389, H134 1.084
130 C 0.2909 5.1911 6.2865  C125 1.383, C129 1.389, H135 1.083
131 H 1.2754 6.3685 9.3046  C126 1.083
132 H -0.7126 7.8195 8.9373  C127 1.083
133 H -2.0593 7.5598 6.8789  C128 1.084
134 H -1.4198 5.8735 5.1837  C129 1.084
135 H 0.5916 4.4551 5.5505  C130 1.083
136 F -3.0729 -1.9927 -7.6545  C137 1.357
137 C -3.1618 -2.4134 -8.9416  F136 1.357, C138 1.381, C142 1.382
138 C -4.3388 -2.2146 -9.6370  C137 1.381, C139 1.389, H143 1.083
139 C -4.4281 -2.6407 -10.9558  C138 1.389, C140 1.391, H144 1.083
140 C -3.3429 -3.2689 -11.5570  C139 1.391, C141 1.389, H145 1.084
141 C -2.1673 -3.4664 -10.8433  C140 1.389, C142 1.389, H146 1.083
142 C -2.0733 -3.0309 -9.5278  C137 1.382, C141 1.389, H147 1.084
143 H -5.1759 -1.7307 -9.1487  C138 1.083
144 H -5.3428 -2.4839 -11.5142  C139 1.083
145 H -3.4153 -3.6049 -12.5847  C140 1.084
146 H -1.3237 -3.9595 -11.3109  C141 1.083
147 H -1.1612 -3.1686 -8.9585  C142 1.084
148 F 2.0183 1.4441 -4.6157  C149 1.354
149 C 2.9875 1.9060 -5.4416  F148 1.354, C150 1.382, C154 1.383
150 C 3.0492 3.2575 -5.7235  C149 1.382, C151 1.389, H155 1.083
151 C 4.0469 3.7302 -6.5665  C150 1.389, C152 1.391, H156 1.083
152 C 4.9621 2.8439 -7.1242  C151 1.391, C153 1.389, H157 1.084
153 C 4.8849 1.4870 -6.8358  C152 1.389, C154 1.389, H158 1.083
154 C 3.8943 1.0143 -5.9841  C149 1.383, C153 1.389, H159 1.084
155 H 2.3223 3.9312 -5.2860  C150 1.083
156 H 4.1105 4.7882 -6.7892  C151 1.083
157 H 5.7371 3.2136 -7.7852  C152 1.084
158 H 5.5958 0.7968 -7.2738  C153 1.083
159 H 3.8239 -0.0401 -5.7406  C154 1.084
160 F -6.0866 6.1677 11.4946  C161 1.344
161 C -6.7777 7.1286 10.8572  F160 1.344, C162 1.384, C166 1.383
162 C -7.3558 8.1485 11.5918  C161 1.384, C163 1.389, H167 1.083
163 C -8.0656 9.1439 10.9322  C162 1.389, C164 1.391, H168 1.084
164 C -8.1973 9.1013 9.5484  C163 1.391, C165 1.391, H169 1.084
165 C -7.6154 8.0678 8.8225  C164 1.391, C166 1.389, H170 1.077
166 C -6.8964 7.0780 9.4799  C161 1.383, C165 1.389, H171 1.083
167 H -7.2490 8.1600 12.6695  C162 1.083
168 H -8.5162 9.9517 11.4963  C163 1.084
169 H -8.7552 9.8765 9.0352  C164 1.084
170 H -7.7219 8.0336 7.7508  C165 1.077
171 H -6.4290 6.2701 8.9303  C166 1.083